Record 1
Entry from the OMol25 dataset: the ion C11H13N2O with charge +1 in a non-equilibrium geometry (the ωB97M-V functional and the def2-TZVPD basis).

Last columns: bonded neighbours and bond lengths (Å).
Positions of all 27 atoms, in Å:
1 C -2.733 1.385 -0.668  C2 1.430, C3 1.431, H15 1.049
2 C -3.010 0.953 0.667  C1 1.430, C4 1.401, H16 1.092
3 C -1.897 0.638 -1.556  C1 1.431, C5 1.359, H17 1.101
4 C -2.516 -0.286 1.097  C2 1.401, C6 1.352, H18 1.143
5 C -1.356 -0.481 -1.005  C3 1.359, C6 1.397, N12 1.359
6 C -1.677 -0.950 0.270  C4 1.352, C5 1.397, O14 1.374
7 C 0.848 -1.401 -0.666  C8 1.433, N12 1.523, N13 1.289
8 C -0.155 -2.414 -0.519  C7 1.433, N12 1.548, O14 1.409, H19 1.090
9 C 1.697 1.807 0.596  C11 1.546, H20 1.060, H21 1.188, H22 1.045
10 C 2.475 -1.201 0.907  N13 1.454, H23 1.092, H24 1.102, H25 1.082
11 C 1.974 0.755 -0.503  C9 1.546, N13 1.410, H26 1.089, H27 1.070
12 N -0.392 -1.275 -1.541  C5 1.359, C7 1.523, C8 1.548
13 N 1.662 -0.565 -0.117  C7 1.289, C10 1.454, C11 1.410
14 O -1.046 -2.140 0.537  C6 1.374, C8 1.409
15 H -3.122 2.225 -1.161  C1 1.049
16 H -3.690 1.525 1.302  C2 1.092
17 H -1.701 1.093 -2.540  C3 1.101
18 H -2.748 -0.538 2.187  C4 1.143
19 H -0.196 -3.433 -0.905  C8 1.090
20 H 2.273 1.714 1.480  C9 1.060
21 H 2.106 2.796 0.080  C9 1.188
22 H 0.703 2.084 0.761  C9 1.045
23 H 2.302 -0.867 1.933  C10 1.092
24 H 2.291 -2.287 0.877  C10 1.102
25 H 3.501 -0.947 0.677  C10 1.082
26 H 1.412 0.874 -1.427  C11 1.089
27 H 2.996 0.935 -0.763  C11 1.070

Values from the calculation:
**Net charge**: +1
**Spin multiplicity**: 1
**Lowest unoccupied orbital energy**: -0.1738 hartree
**Frontier orbital gap**: 7.5 eV
**Relative energy (zero: lowest compared OMol25 entry of this formula, charge and spin)**: 69.4 kcal/mol
**SMILES**: CC/[N+](C)=C1/[C@H]2Oc3ccccc3N12

=====

Record 2
Entry from the OMol25 dataset: a cluster of 12 separate species, C25H39Cl22F2NO4 in total in a non-equilibrium geometry (the ωB97M-V functional and the def2-TZVPD basis).

Last columns: bonded neighbours and bond lengths (Å).
Positions of all 93 atoms, in Å:
1 C -0.052 -3.470 -2.090  C2 1.600, H22 1.158, H23 1.153, H24 1.141
2 C -1.118 -2.291 -1.907  C1 1.600, C3 1.551, C21 1.555
3 C -2.531 -2.239 -2.544  C2 1.551, C4 1.573, H25 1.140
4 C -3.483 -1.027 -2.228  C3 1.573, C5 1.571, H26 1.150
5 C -3.059 0.172 -1.305  C4 1.571, C6 1.623, C9 1.552
6 C -4.053 1.409 -0.967  C5 1.623, C7 1.610, C8 1.635, H27 1.144
7 C -5.148 1.669 -2.118  C6 1.610, H28 1.142, H29 1.158, H30 1.153
8 C -4.893 0.908 0.343  C6 1.635, H31 1.159, H32 1.151, H33 1.143
9 C -1.625 0.131 -0.713  C5 1.552, O10 1.453, C21 1.557
10 O -1.061 1.172 0.130  C9 1.453, C11 1.476
11 C -0.346 2.157 -0.705  O10 1.476, N12 1.494, H34 1.155, H35 1.159
12 N 1.044 2.431 -0.229  C11 1.494, C13 1.490, C17 1.479
13 C 1.908 1.218 -0.219  N12 1.490, C14 1.622, H36 1.159, H37 1.150
14 C 1.875 0.426 1.196  C13 1.622, O15 1.238, F16 1.435
15 O 1.284 0.978 2.133  C14 1.238
16 F 2.555 -0.831 1.330  C14 1.435
17 C 1.700 3.375 -1.161  N12 1.479, O18 1.261, O19 1.463
18 O 1.264 3.628 -2.317  C17 1.261
19 O 2.938 4.066 -0.799  C17 1.463, F20 1.382
20 F 3.842 3.545 -1.706  O19 1.382
21 C -0.706 -1.090 -1.010  C2 1.555, C9 1.557, H38 1.139
22 H 0.951 -2.952 -2.349  C1 1.158
23 H 0.093 -4.019 -1.086  C1 1.153
24 H -0.297 -4.196 -2.935  C1 1.141
25 H -2.887 -3.070 -3.239  C3 1.140
26 H -4.526 -1.060 -2.711  C4 1.150
27 H -3.447 2.359 -0.764  C6 1.144
28 H -4.745 2.291 -2.988  C7 1.142
29 H -5.993 2.292 -1.630  C7 1.158
30 H -5.663 0.694 -2.457  C7 1.153
31 H -5.032 -0.231 0.177  C8 1.159
32 H -5.950 1.361 0.379  C8 1.151
33 H -4.302 1.058 1.310  C8 1.143
34 H -0.408 1.826 -1.810  C11 1.155
35 H -0.936 3.147 -0.579  C11 1.159
36 H 3.006 1.575 -0.322  C13 1.159
37 H 1.734 0.523 -1.119  C13 1.150
38 H 0.329 -1.114 -0.535  C21 1.139
39 C 0.620 6.740 -2.165  Cl40 1.768, Cl41 1.768, H42 1.089, H43 1.089
40 Cl 0.080 7.498 -3.668  C39 1.768
41 Cl -0.369 7.261 -0.795  C39 1.768
42 H 0.543 5.658 -2.266  C39 1.089
43 H 1.656 7.020 -1.980  C39 1.089
44 C -1.236 1.281 3.883  Cl45 1.767, Cl46 1.769, H47 1.089, H48 1.088
45 Cl -2.656 0.454 3.235  C44 1.767
46 Cl -1.616 2.950 4.330  C44 1.769
47 H -0.889 0.748 4.767  C44 1.089
48 H -0.454 1.287 3.126  C44 1.088
49 C 5.700 3.035 1.156  Cl50 1.767, Cl51 1.769, H52 1.089, H53 1.089
50 Cl 7.387 3.518 1.360  C49 1.767
51 Cl 5.500 1.292 1.391  C49 1.769
52 H 5.090 3.562 1.887  C49 1.089
53 H 5.377 3.295 0.149  C49 1.089
54 C -0.456 -6.367 -5.438  Cl55 1.768, Cl56 1.769, H57 1.090, H58 1.089
55 Cl 0.930 -6.610 -4.368  C54 1.768
56 Cl -1.092 -4.723 -5.296  C54 1.769
57 H -0.141 -6.537 -6.468  C54 1.090
58 H -1.239 -7.074 -5.169  C54 1.089
59 C -0.393 1.917 -4.848  Cl60 1.769, Cl61 1.769, H62 1.089, H63 1.089
60 Cl -0.285 1.174 -6.450  C59 1.769
61 Cl -0.593 0.693 -3.587  C59 1.769
62 H 0.522 2.477 -4.656  C59 1.089
63 H -1.249 2.590 -4.827  C59 1.089
64 C 1.454 -7.289 -9.477  Cl65 1.768, Cl66 1.767, H67 1.089, H68 1.089
65 Cl 1.300 -7.784 -7.786  C64 1.768
66 Cl 0.242 -6.074 -9.900  C64 1.767
67 H 2.446 -6.868 -9.632  C64 1.089
68 H 1.319 -8.161 -10.114  C64 1.089
69 C -4.286 1.839 6.928  Cl70 1.767, Cl71 1.768, H72 1.089, H73 1.089
70 Cl -4.473 1.771 8.684  C69 1.767
71 Cl -4.681 0.286 6.182  C69 1.768
72 H -4.952 2.602 6.530  C69 1.089
73 H -3.253 2.091 6.693  C69 1.089
74 C -0.561 0.615 9.687  Cl75 1.768, Cl76 1.767, H77 1.089, H78 1.089
75 Cl -1.182 1.255 8.160  C74 1.768
76 Cl -1.463 1.256 11.064  C74 1.767
77 H -0.653 -0.470 9.678  C74 1.089
78 H 0.486 0.896 9.788  C74 1.089
79 C 5.776 -2.345 2.885  Cl80 1.768, Cl81 1.768, H82 1.090, H83 1.089
80 Cl 6.741 -3.727 2.353  C79 1.768
81 Cl 5.235 -2.547 4.556  C79 1.768
82 H 6.385 -1.443 2.816  C79 1.090
83 H 4.903 -2.252 2.239  C79 1.089
84 C 9.699 -0.666 3.163  Cl85 1.767, Cl86 1.768, H87 1.089, H88 1.089
85 Cl 11.081 0.020 2.302  C84 1.767
86 Cl 8.173 -0.055 2.512  C84 1.768
87 H 9.719 -1.750 3.058  C84 1.089
88 H 9.768 -0.396 4.215  C84 1.089
89 C -6.477 -2.225 2.057  Cl90 1.768, Cl91 1.770, H92 1.089, H93 1.089
90 Cl -7.485 -0.960 1.344  C89 1.768
91 Cl -5.022 -2.515 1.092  C89 1.770
92 H -6.181 -1.918 3.059  C89 1.089
93 H -7.055 -3.147 2.109  C89 1.089

Values from the calculation:
**Spin multiplicity**: 1
**Lowest unoccupied orbital energy**: -0.0402 hartree
**Frontier orbital gap**: 7.4 eV
**SMILES**: Cc1ccc(C(C)C)c(OCN(CC(=O)F)C(=O)OF)c1.ClCCl.ClCCl.ClCCl.ClCCl.ClCCl.ClCCl.ClCCl.ClCCl.ClCCl.ClCCl.ClCCl

=====

Record 3
Entry from the OMol25 dataset: a cluster of 2 separate species, C5H10N2O in total in a non-equilibrium geometry (the ωB97M-V functional and the def2-TZVPD basis).

Last columns: bonded neighbours and bond lengths (Å).
Positions of all 18 atoms, in Å:
1 C -1.803 0.865 0.275  C4 1.374, N6 1.155
2 C -1.415 -1.634 0.415  C4 1.471, H9 1.057, H10 1.212, H11 1.041
3 C 0.911 0.439 -1.953  O8 1.353, H12 1.139, H13 1.155, H14 1.171
4 C -1.554 -0.285 0.984  C1 1.374, C2 1.471, H15 1.054
5 C 1.132 0.626 0.299  N7 1.410, O8 1.326, H16 1.134
6 N -1.872 1.826 -0.362  C1 1.155
7 N 2.028 0.493 1.380  C5 1.410, H17 0.941, H18 1.018
8 O 1.438 -0.043 -0.804  C3 1.353, C5 1.326
9 H -1.121 -2.384 1.099  C2 1.057
10 H -2.466 -2.118 0.052  C2 1.212
11 H -0.976 -1.510 -0.520  C2 1.041
12 H -0.022 1.079 -1.819  C3 1.139
13 H 0.684 -0.534 -2.533  C3 1.155
14 H 1.730 1.088 -2.481  C3 1.171
15 H -1.489 -0.216 2.034  C4 1.054
16 H 0.653 1.630 0.078  C5 1.134
17 H 2.386 -0.336 1.645  N7 0.941
18 H 1.757 1.015 2.210  N7 1.018

Values from the calculation:
**Spin multiplicity**: 1
**Lowest unoccupied orbital energy (spin up / spin down)**: -0.0156 / 0.0267 hartree
**Frontier orbital gap (spin up / spin down)**: 6.0 / 8.2 eV
**Relative energy (zero: lowest compared OMol25 entry of this formula, charge and spin)**: 116.7 kcal/mol

=====

no.,total energy (a.u.)
1,-611.3349
2,-11655.2588
3,-381.0995